{"formula": "CH2O2S", "method": "ωB97M-V/def2-TZVPD", "e_tot_ha": -587.76957, "lumo_ev": [-0.518, -0.518], "de_lowest_kj_mol": 570.3, "orbital_gap_ev": [8.3, 8.3], "species": ["C", "O", "O", "S", "H", "H"], "positions_angstrom": [[1.48936, -0.54940, -0.95799], [0.83450, -1.68568, -0.29626], [-0.16864, -0.35122, 1.76889], [1.27388, -0.62059, 0.77729], [0.75138, 0.00876, -1.34652], [-1.15318, -0.53359, 1.62556]], "forces_ev_per_a": [[2.6, -0.6, 2.3], [-0.9, -2.4, -0.2], [0.2, -0.1, -0.8], [-1.2, 0.7, 1.4], [-2.8, 2.2, -1.9], [2.2, 0.1, -0.8]]}


{"formula": "C3H7N", "method": "ωB97M-V/def2-TZVPD", "e_tot_ha": -172.78753, "lumo_ev": [-6.813, -9.865], "charge": 1, "de_lowest_kj_mol": 452.9, "orbital_gap_ev": [5.1, 2.1], "s2": 0.754, "multiplicity": 2, "species": ["C", "C", "H", "H", "H", "H", "C", "N", "H", "H", "H"], "positions_angstrom": [[-2.88669, 0.63557, 1.23652], [-2.69503, 1.63057, 2.17219], [-3.63150, -0.17394, 1.29085], [-2.35075, 0.60989, 0.28918], [-2.78012, 1.52810, 3.25065], [-2.40416, 2.53633, 1.62505], [3.67459, -1.30135, -2.12741], [2.39787, -1.25085, -2.10471], [4.13201, -0.35783, -2.48498], [4.45040, -2.00833, -1.81889], [2.09337, -1.84816, -1.32846]], "forces_ev_per_a": [[-0.7, -1.1, -0.2], [0.4, 0.0, -1.2], [0.2, 0.3, 0.4], [0.3, 0.3, 0.1], [-0.1, 0.2, -0.1], [0.0, 0.4, 1.0], [0.1, 2.3, -0.8], [1.0, 0.0, 2.0], [0.1, -0.8, -0.8], [-0.8, -0.4, 0.7], [-0.5, -1.1, -1.0]]}


{"formula": "C9H20IN", "method": "ωB97M-V/def2-TZVPD", "e_tot_ha": -707.23636, "lumo_ev": 0.442, "de_lowest_kj_mol": 290.1, "orbital_gap_ev": 7.1, "species": ["I", "C", "C", "C", "C", "N", "C", "C", "C", "C", "C", "H", "H", "H", "H", "H", "H", "H", "H", "H", "H", "H", "H", "H", "H", "H", "H", "H", "H", "H", "H"], "positions_angstrom": [[0.73430, -2.24820, 1.62971], [2.71282, 1.22811, 2.35958], [2.37484, 1.47051, 0.86162], [0.91324, 1.53948, 0.52449], [0.58606, 0.12586, 0.07706], [-0.87618, -0.28048, -0.20211], [-1.61629, 0.41497, -1.37977], [-1.26245, -0.39232, -2.58558], [-1.20900, -1.84155, -2.09979], [-1.13400, -1.78180, -0.59938], [-1.67021, -0.02902, 1.13859], [2.32727, 2.06665, 2.93950], [3.70570, 0.85073, 2.60427], [2.21182, 0.30633, 2.65523], [2.87846, 0.71768, 0.25521], [2.88589, 2.35644, 0.48472], [0.75769, 2.27817, -0.26179], [0.31272, 1.94075, 1.34085], [0.80702, -0.55072, 0.90260], [1.08975, -0.26025, -0.80913], [-2.65045, 0.29967, -1.05522], [-1.19164, 1.41876, -1.39326], [-2.00405, -0.23804, -3.36936], [-0.25760, -0.28283, -2.99350], [-2.07067, -2.37987, -2.49456], [-0.33557, -2.45248, -2.32779], [-2.12693, -1.99121, -0.20147], [-0.37501, -2.40052, -0.12060], [-1.65492, 1.05480, 1.25356], [-1.16912, -0.59162, 1.92630], [-2.69334, -0.34814, 0.93997]], "forces_ev_per_a": [[2.0, -4.8, 4.4], [-1.0, -1.0, -0.8], [2.2, 0.4, 0.5], [-0.7, 0.1, -1.2], [-1.8, 0.7, -1.4], [-1.9, -0.2, 1.0], [2.0, -0.1, 1.8], [0.5, -1.0, -0.8], [-0.1, -0.7, 0.0], [-1.2, 0.9, 0.0], [0.5, 0.6, -2.1], [0.5, -0.1, 0.3], [0.5, 1.1, -0.3], [-0.8, 0.1, 0.2], [-0.2, -0.4, 0.0], [-0.1, 0.4, 0.3], [0.0, 0.1, -0.3], [0.0, -0.5, 0.3], [0.5, 1.6, -0.9], [0.5, 0.5, 0.1], [-0.1, 0.6, -0.6], [-0.8, 0.2, -0.1], [0.2, 0.0, -0.1], [-0.1, 1.2, 0.0], [-0.1, -0.2, 0.5], [0.1, 0.5, -1.1], [0.2, -0.1, 0.4], [-0.8, 0.1, -0.8], [0.0, -0.1, 0.4], [-0.2, 0.2, -0.1], [0.1, -0.1, 0.3]]}